[1]
Density functional theory data (ωB97M-V with the def2-TZVPD basis set) for an isolated ion of composition C3H6NO2 and charge -1 in a non-equilibrium geometry.

The geometry in XYZ format:
```
12
Properties=species:S:1:pos:R:3:forces:R:3:nbo_charge:R:1
H -0.4809 1.2630 -0.2302 0.988 0.134 0.125 0.26
N 0.7408 -0.4278 0.2847 -0.472 0.744 -0.492 -0.75
C -1.4610 0.1263 1.0792 -1.032 -0.807 0.231 0.46
H 1.6650 -0.3259 0.6856 -0.022 0.290 -0.312 0.33
O 0.2898 0.4100 -2.0434 -0.407 0.243 0.114 -0.88
H 0.3536 -1.5657 -1.4456 0.051 0.075 -0.383 0.07
O -2.4835 0.7210 1.3546 0.510 0.497 0.129 -0.60
H -1.5574 -0.9934 1.0323 0.559 0.319 -0.053 0.09
H 1.9533 -0.6470 -1.4671 -0.674 -0.280 -0.085 0.04
C -0.1194 0.6895 0.6580 -0.851 -1.219 -0.176 -0.38
C 0.8095 -0.5515 -1.3646 1.397 -0.398 0.947 0.17
H 0.2901 1.3014 1.4566 -0.049 0.403 -0.044 0.19
```
Positions in Å, forces in eV/Å.

Output
DFT total energy	-8792.3645	eV
strongest force on any atom	1.73	eV/A
energy relative to the best compared isomer or geometry (same formula, charge and spin)	275.2	kJ/mol
total charge	-1
spin multiplicity	1

***

[2]
Density functional theory data (ωB97M-V with the def2-TZVPD basis set) for an isolated ion of composition C3H6NO2 and charge -1 in a non-equilibrium geometry.

The geometry in XYZ format:
```
12
Properties=species:S:1:pos:R:3:forces:R:3:nbo_charge:R:1
H -0.5961 0.4505 -1.8263 -0.669 0.181 0.698 0.23
H -2.3764 0.5639 -1.3229 0.205 -0.124 -0.029 0.21
N 0.0972 -0.7069 0.2996 0.789 -1.615 -0.212 -0.87
O -1.9645 -0.0448 1.1211 2.149 1.678 -1.039 -0.62
C -1.3336 0.7499 -1.0449 0.279 1.514 -0.414 -0.73
O 2.3107 0.2800 -0.7195 -0.766 -1.341 2.265 -0.85
C 1.8478 -0.3881 0.3166 -1.477 4.489 0.025 0.21
C -1.0309 0.1201 0.2911 -1.860 -3.670 -0.035 0.69
H 2.1082 -1.3848 0.4647 0.586 -2.115 0.067 0.10
H -1.2505 1.8467 -0.9250 0.024 -0.262 -0.190 0.22
H 1.7302 0.0944 1.4318 0.798 -0.420 -2.134 0.06
H 0.0352 -1.3960 -0.5091 -0.058 1.685 0.998 0.35
```
Positions in Å, forces in eV/Å.

Output
DFT total energy	-8792.0424	eV
strongest force on any atom	4.73	eV/A
energy relative to the best compared isomer or geometry (same formula, charge and spin)	306.3	kJ/mol
total charge	-1
spin multiplicity	1